Density functional theory data (ωB97M-V/def2-TZVPD) for a structure of composition C19H22BeFNO3 in a non-equilibrium geometry.

Geometry (Å):
Be  -0.04491  -0.09688  -0.07566
C  2.44462  4.71925  1.74751
C  1.47106  3.61450  1.32800
C  0.37995  4.18284  0.41989
C  0.85250  2.87164  2.49147
C  0.47836  3.55717  3.64118
C  -0.13506  2.88837  4.69223
C  -0.38630  1.52960  4.57077
C  -0.03338  0.81934  3.42540
C  -0.39127  -0.64317  3.30090
C  -0.04157  -1.44969  4.55652
C  -1.86656  -0.80767  2.96018
C  0.60309  1.48770  2.37298
N  0.93487  0.82560  1.18612
C  2.16019  0.28841  1.10198
C  3.19965  0.32961  2.05283
C  4.43786  -0.25867  1.78836
C  4.69546  -0.89375  0.58686
C  3.68136  -0.94692  -0.38781
C  2.47931  -0.38003  -0.11291
F  1.48292  -0.36929  -1.05925
H  2.97791  5.09960  0.87176
H  3.18455  4.33981  2.45487
H  1.93445  5.57022  2.20976
H  2.05466  2.90837  0.73620
H  -0.23449  4.91236  0.95733
H  -0.27519  3.38783  0.06098
H  0.81613  4.68060  -0.45243
H  0.64909  4.62593  3.72275
H  -0.43064  3.42562  5.58809
H  -0.89630  1.01627  5.37908
H  0.17201  -1.08694  2.45014
H  -0.66681  -1.19175  5.42289
H  1.00429  -1.30158  4.84059
H  -0.18926  -2.51366  4.35591
H  -2.50726  -0.41957  3.76987
H  -2.10351  -1.86208  2.80683
H  -2.11098  -0.28033  2.03920
H  3.02785  0.82243  3.00251
H  5.21381  -0.20838  2.54652
H  5.66407  -1.34009  0.39412
H  3.83557  -1.42774  -1.34562
O  0.06590  -1.47765  0.55933
O  -1.50384  -0.53765  -2.60631
C  -2.15000  -0.40705  -1.56151
O  -1.74313  -0.16189  -0.38703
H  -3.26120  -0.50897  -1.64341

As for the lowest unoccupied orbital energy: 4.95 eV. As for the total charge: -2. Its energy relative to the best compared isomer or geometry (same formula, charge and spin) is 231.2 kJ/mol. The HOMO-LUMO gap is 3.459 eV. The calculation puts the HOMO energy at 1.5 eV.

***

Density functional theory data (ωB97M-V/def2-TZVPD) for a structure of composition C19H22ClCoN in a non-equilibrium geometry.

Geometry (Å):
C  -2.40272  -1.72825  -1.70159
C  -1.97248  -1.93508  -3.06606
C  -1.85386  -0.69101  -3.69568
H  -1.83092  -2.91106  -3.52350
C  -2.19516  0.33156  -2.78465
C  -2.47942  -0.25770  -1.50889
H  -3.05046  0.20328  -0.70613
H  -2.88786  -2.45914  -1.06525
H  -1.55843  -0.53967  -4.73490
H  -2.34922  1.37361  -3.04435
Co  -0.74626  -1.13298  -0.77538
Cl  -0.14802  -3.17013  -0.53070
C  1.60148  -0.85657  -1.55423
C  1.29053  0.39935  -2.19915
C  1.22065  0.17062  -3.59190
H  1.15136  1.34884  -1.69252
C  1.48369  -1.21202  -3.84100
C  1.70318  -1.84552  -2.60206
H  1.91956  -2.89960  -2.45315
H  1.91354  -0.98581  -0.52179
H  1.03437  0.91493  -4.36027
H  1.52738  -1.67154  -4.82407
C  2.30129  2.81726  2.81095
N  1.98642  1.53166  2.28310
C  2.58918  0.41407  2.93342
C  0.98944  1.36867  1.24686
C  -0.26844  0.68370  1.70509
C  -0.92107  1.23889  2.81672
C  -2.00441  0.60269  3.42177
C  -2.48574  -0.59806  2.90758
C  -1.87096  -1.13127  1.76040
C  -0.86405  -0.43611  1.10753
H  1.78862  3.02571  3.76497
H  2.03777  3.59695  2.09192
H  3.37727  2.86272  3.01135
H  1.98246  0.00727  3.76303
H  2.76905  -0.39812  2.21888
H  3.54669  0.75424  3.35231
H  0.75228  2.38849  0.89405
H  1.43928  0.81318  0.41283
H  -0.55711  2.19555  3.19695
H  -2.46207  1.04622  4.30516
H  -3.29934  -1.13395  3.40008
H  -2.19745  -2.09592  1.37232

As for the lowest unoccupied orbital energy (spin up / spin down): 5.01 / 5.01 eV. As for the total charge: -2. Its spin multiplicity is 4. The HOMO-LUMO gap (spin up / spin down) is 4.964 / 4.941 eV. The calculation puts the HOMO energy (spin up / spin down) at 0.0 / 0.1 eV.

***

Density functional theory data (ωB97M-V/def2-TZVPD) for a structure of composition C19H22ClFN2O3 in a non-equilibrium geometry.

Geometry (Å):
O  0.42054  1.47685  0.26292
C  1.03871  0.44431  0.18547
N  1.22557  -0.43134  -0.98776
C  1.96650  -1.40935  -0.93497
C  2.62059  -1.65148  0.07361
C  2.60600  -0.99278  1.47558
C  1.79472  0.14048  1.63405
C  1.71244  0.95213  2.56160
C  2.38495  2.30033  2.43403
C  3.63157  2.36702  2.36146
C  4.52246  3.40366  2.19515
C  3.78762  4.71819  2.02255
C  2.14902  4.83349  2.11447
C  1.62522  3.36188  2.42635
Cl  -0.07762  3.53789  2.48839
H  1.66074  5.58283  2.28339
H  3.97982  5.72793  1.95799
H  5.40565  3.56035  2.19237
F  4.41903  1.09423  2.38328
H  0.59230  0.99456  2.90297
H  2.09445  0.47962  3.49993
O  3.45292  -1.61252  2.61172
H  3.49224  -0.97906  3.16259
H  3.33870  -2.79168  0.36071
H  2.22467  -1.99895  -2.05602
C  0.48249  0.03281  -2.11108
H  0.09759  1.26587  -1.89392
C  -0.62515  -0.92175  -2.32556
H  -1.22063  -0.42285  -3.02144
H  -0.47144  -1.84193  -2.35940
C  -1.58365  -0.77407  -1.11640
N  -2.88701  -1.29307  -1.28155
C  -2.85420  -2.86839  -1.35623
H  -2.53599  -2.98070  -2.34875
C  -4.27425  -3.32786  -1.15004
H  -4.51631  -3.37560  -0.16483
O  -5.12314  -2.79906  -2.27306
C  -5.27370  -1.55705  -1.74548
C  -3.79345  -0.84513  -2.15952
H  -3.36108  -1.09355  -3.08925
H  -4.04343  0.22324  -1.91585
H  -5.50756  -1.24926  -0.71392
H  -5.87565  -1.01939  -2.66131
H  -4.31730  -4.34832  -1.28527
H  -2.04770  -3.19190  -0.61903
H  -2.01572  0.32372  -0.91394
H  -1.30373  -1.10184  -0.16223
H  0.98219  0.05749  -2.94377

As for the lowest unoccupied orbital energy: 0.34 eV. The HOMO-LUMO gap is 8.216 eV. The calculation puts the HOMO energy at -7.9 eV.

***

Density functional theory data (ωB97M-V/def2-TZVPD) for an isolated molecule of C19H22ClN5O2S in a non-equilibrium geometry.

Geometry (Å):
O  -0.16162  4.55062  -0.74838
C  0.44122  3.82178  0.01577
N  -0.18023  2.92867  0.80933
H  0.33351  2.27162  1.37500
C  -1.59555  2.65507  0.68335
C  -1.84709  1.35312  -0.03356
C  -1.21184  1.09651  -1.24317
C  -1.43109  -0.08366  -1.92791
C  -2.31573  -1.01010  -1.40220
C  -2.95767  -0.77815  -0.19754
C  -2.70912  0.39835  0.48690
H  -3.20053  0.57709  1.43138
H  -3.65071  -1.50591  0.19546
Cl  -2.63636  -2.46540  -2.27945
H  -0.92659  -0.28262  -2.86046
H  -0.55040  1.83959  -1.66296
H  -2.04796  2.63298  1.67825
H  -2.02267  3.48352  0.10782
C  1.97038  3.87930  0.09265
C  2.56678  2.80418  -0.85074
H  1.75774  2.29381  -1.37692
C  3.38238  1.76220  -0.08017
N  2.68053  1.38123  1.11832
C  1.74147  0.42055  1.11051
N  0.85756  0.27679  2.05387
N  0.09049  -0.80705  1.90790
C  0.36117  -1.48520  0.85323
N  -0.23833  -2.65918  0.51244
C  0.09942  -3.35408  -0.61287
O  0.88904  -2.95520  -1.43743
C  -0.64983  -4.66607  -0.57642
H  0.05971  -5.44619  -0.29093
C  -1.72958  -4.45542  0.48596
H  -2.64749  -4.11031  0.01126
H  -1.94850  -5.36244  1.04487
C  -1.15856  -3.35582  1.38670
H  -0.60887  -3.76537  2.24164
H  -1.90747  -2.65814  1.76282
H  -1.04703  -4.91341  -1.55845
S  1.65052  -0.82287  -0.14844
C  2.64959  2.41818  2.13169
H  3.57145  2.34278  2.72219
C  2.56579  3.82275  1.50715
H  1.98622  4.47416  2.16219
H  3.57311  4.24009  1.44646
H  1.81507  2.21316  2.80282
H  4.35037  2.17323  0.21925
H  3.55608  0.87937  -0.69823
H  3.20110  3.26966  -1.60470
H  2.21361  4.86562  -0.31552

As for the lowest unoccupied orbital energy: 0.67 eV. The structure (SMILES) is O=C(NCc1ccc(Cl)cc1)C1CCN(c2nnc(N3CCCC3=O)s2)CC1. The HOMO-LUMO gap is 8.610 eV. The calculation puts the HOMO energy at -7.9 eV.

***

Density functional theory data (ωB97M-V/def2-TZVPD) for a cluster of 2 separate species, C19H22F3N3O3S in total in a non-equilibrium geometry.

Geometry (Å):
C  -1.66668  2.25821  2.13403
C  -2.53136  2.18075  0.78143
O  -1.68884  1.60905  -0.25298
C  -2.46740  0.97628  -1.29467
C  -2.39603  -0.63220  -1.31593
C  -1.59513  -1.25813  -0.05723
N  -0.20317  -0.95800  0.00853
C  0.44511  -1.51053  1.16528
C  1.96444  -1.22081  1.38011
C  2.77964  -1.72392  2.60750
C  4.32725  -1.33707  2.67235
C  4.80079  -0.72896  4.07890
O  4.33940  0.32489  4.58441
O  5.79329  -1.47690  4.81665
C  2.01245  -2.58940  3.66394
S  2.85077  -3.24641  5.17107
C  0.51334  -2.88979  3.44432
C  -0.32886  -2.35620  2.20574
N  -1.71451  -2.73495  2.17767
C  -2.28985  -2.14444  1.01646
C  -3.87279  -2.42148  0.80206
F  -4.14569  -3.17811  -0.37295
F  -4.62031  -1.21352  0.88496
F  -4.33358  -3.24114  1.89380
H  -2.01701  3.16136  2.74522
H  -0.55234  2.32659  1.87775
H  -1.81894  1.28245  2.71540
H  -3.50412  1.58850  0.88174
H  -2.81317  3.25387  0.49049
H  -2.03421  1.35596  -2.30501
H  -3.57368  1.30198  -1.25520
H  -3.41468  -1.11401  -1.48860
H  -1.75280  -0.91730  -2.23724
H  2.49945  -0.58937  0.59886
H  4.48366  -0.49501  1.89340
H  4.93005  -2.27941  2.39694
H  6.31261  -1.96000  4.13259
H  2.56310  -2.31044  6.18222
H  -0.02974  -3.53342  4.22891
C  1.39643  2.72378  -4.34267
C  1.00133  2.45047  -5.79026
C  -0.51334  2.47381  -6.00847
C  -1.16697  1.41483  -5.16668
N  -1.68198  0.58104  -4.50327
H  1.00878  1.95673  -3.66706
H  2.48437  2.72598  -4.24011
H  1.02128  3.69670  -4.01068
H  1.40405  1.47765  -6.09026
H  1.46592  3.20312  -6.43399
H  -0.74484  2.28665  -7.06017
H  -0.92547  3.45023  -5.73928

As for the lowest unoccupied orbital energy: -1.27 eV. The structure (SMILES) is CCOCCc1nc2cc(CC(=O)O)c(S)cc2nc1C(F)(F)F.CCCC#N. The HOMO-LUMO gap is 7.641 eV. The calculation puts the HOMO energy at -8.9 eV.